1.
Density functional theory data (the ωB97M-V functional and the def2-TZVPD basis) for a 7-piece molecular cluster, C5H24NO7 overall.

Last column: Löwdin charge in e.
CARTESIAN COORDINATES (ANGSTROEM)
C1 -0.93 0.76 2.28  -0.241
C2 0.38 0.69 3.07  -0.118
C3 -0.82 1.57 0.97  -0.233
N1 -0.69 0.85 -0.29  -0.070
C4 -1.98 0.43 -0.85  -0.206
C5 -2.72 -0.78 -0.23  -0.250
O1 -1.94 -1.77 0.43  -0.098
H1 -1.77 1.02 2.94  0.099
H2 -1.28 -0.21 1.93  0.080
H3 0.45 1.65 3.59  0.062
H4 1.20 0.51 2.38  0.064
H5 0.33 -0.14 3.77  0.062
H6 -1.64 2.29 0.88  0.109
H7 0.03 2.25 1.10  0.101
H8 -0.11 0.02 -0.18  0.073
H9 -2.73 1.23 -0.91  0.112
H10 -1.80 0.17 -1.89  0.081
H11 -3.41 -1.17 -0.99  0.102
H12 -3.35 -0.42 0.60  0.099
H13 0.11 2.31 -1.34  -0.005
H14 1.56 2.96 -1.42  0.013
O2 0.67 2.99 -1.77  -0.085
H15 0.93 -1.91 0.96  -0.021
H16 1.81 -2.32 2.16  0.020
O3 0.90 -2.22 1.90  -0.093
H17 0.04 -1.12 -3.54  0.010
H18 0.22 -0.80 -1.91  -0.022
O4 0.08 -0.42 -2.89  -0.166
H19 -1.01 -1.64 0.17  0.021
H20 0.27 -2.51 -1.19  0.007
O5 0.66 -1.70 -0.83  -0.366
H21 3.04 -0.24 -0.31  0.003
H22 2.49 -1.47 -0.76  -0.005
O6 3.12 -1.17 -0.05  -0.120
H23 2.37 0.85 -2.34  0.017
H24 2.54 -0.63 -2.91  0.028
O7 2.98 0.12 -2.51  -0.064

Properties
LUMO level	0.1236	hartree
ΔE to the lowest compared entry with this formula, charge and spin	43.9	kcal/mol
net charge	-1
HOMO-LUMO gap	9.1	eV
multiplicity	1
electronic energy	-21398.147	eV

2.
Density functional theory data (the ωB97M-V functional and the def2-TZVPD basis) for a 7-piece molecular cluster, C5H25N2O6 overall.

Last column: Löwdin charge in e.
CARTESIAN COORDINATES (ANGSTROEM)
N1 -0.94 -1.46 0.49  0.232
C1 -1.07 -0.80 -0.91  -0.201
C2 -2.33 0.20 -1.02  -0.155
C3 -1.79 1.56 -1.14  -0.194
C4 -1.90 2.47 -0.17  0.029
C5 -0.92 -1.93 -1.98  -0.212
N2 0.17 -2.85 -1.57  -0.055
H1 -0.14 -0.92 0.89  0.138
H2 -1.77 -1.37 0.96  0.092
H3 -0.63 -2.45 0.41  0.141
H4 -0.13 -0.23 -1.00  0.130
H5 -3.12 0.17 -1.71  0.096
H6 -3.11 0.06 -0.14  0.116
H7 -1.69 1.97 -2.17  0.120
H8 -1.88 2.37 0.92  0.066
H9 -1.62 3.46 -0.39  0.038
H10 -0.80 -1.58 -2.94  0.081
H11 -1.91 -2.53 -1.91  0.150
H12 1.17 -2.44 -1.67  0.108
H13 0.16 -3.88 -1.96  0.133
H14 3.64 -0.05 -0.36  -0.011
H15 3.79 -1.38 -1.29  0.095
O1 3.38 -0.99 -0.44  -0.116
H16 3.06 2.38 -0.18  0.134
H17 2.84 1.60 -1.59  0.024
O2 3.39 1.64 -0.85  -0.061
H18 2.07 -1.92 1.42  -0.064
H19 2.07 -2.79 2.51  0.063
O3 1.54 -2.11 2.11  -0.003
H20 0.97 2.89 1.28  -0.066
H21 1.21 4.03 2.03  0.091
O4 0.99 3.79 1.08  -0.056
H22 -3.36 0.09 2.62  0.046
H23 -4.17 0.39 1.38  0.072
O5 -3.26 0.32 1.71  -0.046
H24 2.26 0.84 1.09  0.043
H25 2.22 0.59 2.63  0.103
O6 1.60 0.87 1.87  -0.104

Properties
LUMO level	-0.0941	hartree
ΔE to the lowest compared entry with this formula, charge and spin	99.3	kcal/mol
net charge	+1
HOMO-LUMO gap	10.0	eV
multiplicity	1
electronic energy	-20847.128	eV

3.
Density functional theory data (the ωB97M-V functional and the def2-TZVPD basis) for a 6-piece molecular cluster, C5H25N2O6 overall.

Last column: Löwdin charge in e.
CARTESIAN COORDINATES (ANGSTROEM)
N1 -0.94 0.56 -1.32  0.217
C1 -0.18 -0.10 -0.18  -0.179
C2 -0.77 -1.53 0.10  -0.294
C3 -1.53 -1.77 1.40  -0.010
O1 -1.65 -1.79 -1.02  -0.068
C4 -0.04 0.84 0.98  -0.197
N2 1.24 1.57 1.10  -0.099
C5 1.70 1.73 2.46  -0.136
H1 -1.76 -0.04 -1.43  0.138
H2 -0.37 0.49 -2.17  0.109
H3 -1.30 1.49 -1.05  0.107
H4 0.78 -0.36 -0.61  0.136
H5 0.00 -2.28 -0.07  0.141
H6 -1.73 -0.93 2.06  0.064
H7 -1.02 -2.53 1.98  0.089
H8 -2.51 -2.16 1.11  0.088
H9 -1.75 -2.71 -1.22  0.103
H10 -0.20 0.36 1.95  0.101
H11 -0.84 1.59 1.02  0.084
H12 1.91 1.05 0.55  0.081
H13 0.92 1.85 3.22  0.078
H14 2.33 0.91 2.87  0.073
H15 2.43 2.53 2.49  0.078
H16 4.16 -1.35 1.85  0.042
H17 4.36 -0.54 0.58  0.040
O2 3.70 -1.06 1.05  -0.061
H18 -3.28 2.41 2.09  0.057
H19 -2.18 1.87 3.01  0.056
O3 -2.35 2.13 2.10  -0.053
H20 1.36 0.28 -4.11  0.064
H21 0.69 -1.09 -3.55  0.044
O4 0.98 -0.19 -3.37  -0.028
H22 2.18 -3.09 -2.91  0.039
H23 1.33 -4.17 -2.22  0.039
O5 1.36 -3.58 -2.98  -0.051
H24 -3.03 2.91 -2.09  0.065
H25 -1.86 3.80 -1.99  0.076
O6 -2.16 2.93 -1.69  -0.029

Properties
LUMO level	-0.0902	hartree
ΔE to the lowest compared entry with this formula, charge and spin	51.6	kcal/mol
net charge	+1
HOMO-LUMO gap	8.8	eV
multiplicity	1
electronic energy	-20849.195	eV

4.
Density functional theory data (the ωB97M-V functional and the def2-TZVPD basis) for a 7-piece molecular cluster, C5H25N2O6S overall.

Last column: Löwdin charge in e.
CARTESIAN COORDINATES (ANGSTROEM)
N1 0.21 -1.92 0.95  -0.004
C1 0.58 -1.05 -0.22  -0.450
C2 1.06 -1.94 -1.37  -0.681
S1 2.56 -2.88 -0.86  0.169
C3 1.66 -0.05 0.15  -0.223
N2 1.14 1.31 0.35  -0.275
C4 0.26 1.44 1.49  -0.096
C5 2.26 2.25 0.50  -0.096
H1 1.02 -1.82 1.57  0.052
H2 0.38 -2.91 0.77  0.041
H3 -0.34 -0.50 -0.41  0.112
H4 0.34 -2.64 -1.79  0.036
H5 1.38 -1.28 -2.15  0.004
H6 2.48 0.05 -0.56  0.084
H7 2.24 -0.39 1.01  0.109
H8 -0.37 2.31 1.28  0.084
H9 0.68 1.49 2.50  0.096
H10 -0.33 0.53 1.57  0.054
H11 1.87 3.26 0.60  0.085
H12 2.84 2.29 -0.41  0.073
H13 2.79 2.00 1.43  0.090
H14 -2.90 -1.19 2.80  0.019
H15 -1.55 -0.60 2.79  -0.009
O1 -2.42 -0.45 3.19  -0.072
H16 -2.07 2.52 -0.98  0.021
H17 -1.79 1.77 0.33  -0.010
O2 -2.49 2.22 -0.16  -0.063
H18 2.79 1.13 -2.48  0.020
H19 1.88 0.68 -3.55  0.040
O3 2.30 1.49 -3.23  -0.056
H20 0.18 2.37 -1.28  0.013
H21 0.04 2.77 -2.66  0.037
O4 -0.38 2.95 -1.82  -0.071
H22 -2.18 -2.78 0.42  0.038
H23 -1.93 -1.43 1.00  -0.015
O5 -2.62 -2.10 0.94  -0.076
H24 -4.27 -0.13 0.14  0.007
H25 -4.04 1.22 0.74  -0.001
O6 -4.76 0.60 0.53  -0.085

Properties
LUMO level	0.1019	hartree
ΔE to the lowest compared entry with this formula, charge and spin	24.5	kcal/mol
net charge	-1
HOMO-LUMO gap	6.3	eV
multiplicity	1
electronic energy	-31692.188	eV

5.
Density functional theory data (the ωB97M-V functional and the def2-TZVPD basis) for a 9-piece molecular cluster, C5H25NO10 overall.

Last column: Löwdin charge in e.
CARTESIAN COORDINATES (ANGSTROEM)
N1 1.48 0.72 -0.71  0.070
C1 0.42 -0.16 -1.36  -0.339
C2 0.52 0.09 -2.84  -0.204
O1 -0.49 0.38 -3.44  0.027
C3 0.68 -1.65 -1.15  -0.141
C4 -0.44 -2.62 -0.74  -0.133
C5 -1.49 -2.80 -1.88  -0.212
O2 -1.72 -1.84 -2.56  0.067
H1 2.23 0.17 -0.33  0.049
H2 1.02 1.23 0.06  0.049
H3 -0.52 0.19 -0.95  0.100
H4 1.49 0.01 -3.38  0.147
H5 1.07 -1.98 -2.11  0.114
H6 1.46 -1.89 -0.40  0.125
H7 -0.22 -3.66 -0.46  0.111
H8 -0.89 -2.27 0.20  0.098
H9 -2.09 -3.72 -1.81  0.116
O3 -2.50 3.57 0.46  -0.055
H10 -2.81 3.88 -0.41  0.047
H11 -2.38 2.63 0.31  -0.005
O4 -1.38 2.56 -2.03  -0.055
H12 -1.25 1.84 -2.69  0.026
H13 -1.40 2.04 -1.22  -0.010
O5 -4.43 -0.58 0.52  -0.064
H14 -4.04 -1.12 -0.18  0.024
H15 -4.90 0.02 -0.08  0.043
O6 3.54 -0.73 2.00  -0.066
H16 2.97 -0.05 2.40  0.000
H17 4.12 -0.98 2.74  0.056
O7 1.50 0.71 3.28  -0.048
H18 1.26 0.84 2.36  0.021
H19 1.19 1.56 3.62  0.074
O8 -0.90 0.21 1.22  -0.031
H20 -1.37 0.84 1.76  0.052
H21 -0.64 -0.58 1.72  0.059
O9 1.57 3.68 -0.46  -0.025
H22 2.36 3.19 -0.68  0.026
H23 0.76 3.28 -0.50  -0.052
O10 1.97 -2.63 3.10  -0.066
H24 1.41 -2.15 3.70  0.014
H25 2.83 -2.24 2.90  -0.007

Properties
LUMO level	-0.0071	hartree
ΔE to the lowest compared entry with this formula, charge and spin	96.2	kcal/mol
net charge	0
HOMO-LUMO gap	9.5	eV
multiplicity	1
electronic energy	-27553.433	eV
SMILES string	N[C@@H](C=O)CCC=O.O.O.O.O.O.O.O.O

6.
Density functional theory data (the ωB97M-V functional and the def2-TZVPD basis) for a 8-piece molecular cluster, C5H25NO7 overall.

Last column: Löwdin charge in e.
CARTESIAN COORDINATES (ANGSTROEM)
C1 -2.56 1.57 1.11  -0.113
C2 -1.10 1.09 1.08  -0.232
C3 -0.36 1.73 -0.09  -0.114
C4 0.50 1.02 -0.84  -0.413
C5 1.36 1.73 -1.85  -0.049
N1 0.57 -0.35 -0.94  0.096
H1 -2.90 1.55 2.16  0.069
H2 -3.26 0.82 0.72  0.058
H3 -2.88 2.53 0.71  0.068
H4 -0.60 1.46 1.97  0.087
H5 -1.00 0.01 1.04  0.089
H6 -0.62 2.73 -0.40  0.096
H7 2.41 1.38 -1.85  0.077
H8 1.46 2.77 -1.55  0.075
H9 1.00 1.57 -2.86  0.079
H10 1.34 -0.61 -1.52  0.070
H11 0.10 -1.04 -0.40  0.063
O1 1.71 -2.52 -0.19  -0.078
H12 1.25 -3.27 0.21  0.071
H13 1.58 -2.77 -1.12  0.037
O2 -2.79 -0.27 -2.66  -0.046
H14 -2.31 0.44 -2.22  0.044
H15 -3.27 0.24 -3.33  0.056
O3 1.30 -2.07 2.52  -0.052
H16 1.58 -1.32 3.05  0.017
H17 1.28 -1.93 1.57  -0.028
O4 3.43 0.63 1.70  -0.051
H18 4.03 1.35 1.44  0.047
H19 3.36 0.23 0.82  0.037
O5 0.00 -2.38 -2.62  -0.058
H20 -0.23 -2.53 -3.55  0.054
H21 -0.77 -1.92 -2.28  0.012
O6 -2.91 -2.35 -0.54  -0.057
H22 -2.85 -2.05 0.38  0.032
H23 -3.08 -1.52 -1.00  -0.010
O7 1.56 1.29 4.08  -0.056
H24 2.50 1.12 3.94  0.015
H25 1.19 1.64 3.27  0.010

Properties
LUMO level	0.0064	hartree
ΔE to the lowest compared entry with this formula, charge and spin	27.6	kcal/mol
net charge	0
HOMO-LUMO gap	7.9	eV
multiplicity	1
electronic energy	-21412.346	eV
SMILES string	CC/C=C(/C)N.O.O.O.O.O.O.O

Which of these has the highest LUMO level?
C5H24NO7